No. 1
This record from the Open Molecules 2025 dataset describes a structure of composition C26H29N13O2Pt. The level of theory is the ωB97M-V functional and the def2-TZVPD basis.

Calculated values
HOMO (eV): -13.52
F_max (eV/Å): 0.72
Total charge: +2
E_tot (hartree): -1989.23018

Element x y z (Å)
Pt  -0.46  -0.41  -0.05
C  5.13  -2.64  3.69
C  4.14  -1.99  2.76
C  4.56  -1.20  1.69
C  3.67  -0.66  0.77
C  4.19  0.12  -0.34
N  4.24  -0.24  -1.57
C  4.15  -1.62  -2.13
C  3.10  -1.87  -3.21
C  2.85  -0.75  -4.22
N  1.76  0.08  -3.69
C  1.26  1.17  -4.18
C  0.29  1.97  -3.51
C  -0.01  3.23  -4.05
C  -0.77  4.16  -3.37
C  -1.14  5.49  -3.97
C  -1.18  3.80  -2.09
C  -0.92  2.56  -1.51
C  -1.37  2.37  -0.15
N  -1.21  1.37  0.63
C  -1.89  1.41  1.95
C  -2.68  0.14  2.24
C  -1.80  -1.01  2.67
N  -0.59  -1.17  1.82
C  0.46  -1.60  2.44
C  1.84  -1.53  2.07
C  2.78  -2.14  2.92
C  2.27  -0.74  0.98
O  1.49  0.08  0.30
C  -0.25  1.57  -2.26
O  -0.08  0.33  -1.88
H  6.06  -2.07  3.74
H  5.37  -3.65  3.36
H  4.73  -2.71  4.70
H  5.63  -1.04  1.56
H  4.63  1.10  -0.14
H  4.65  0.44  -2.20
H  4.01  -2.31  -1.30
H  5.14  -1.77  -2.55
H  2.15  -2.13  -2.74
H  3.42  -2.78  -3.73
H  2.54  -1.16  -5.18
H  3.73  -0.13  -4.39
H  1.32  -0.22  -2.82
H  1.67  1.53  -5.13
H  0.39  3.49  -5.02
H  -0.44  5.78  -4.75
H  -1.14  6.28  -3.21
H  -2.13  5.46  -4.40
H  -1.73  4.53  -1.50
H  -1.93  3.21  0.26
H  -2.57  2.26  1.94
H  -1.13  1.58  2.72
H  -3.30  -0.10  1.38
H  -3.37  0.34  3.06
H  -2.35  -1.95  2.72
H  -1.43  -0.77  3.67
H  0.27  -2.02  3.43
H  2.41  -2.72  3.76
N  -2.07  -3.17  -1.30
C  -2.76  -1.98  -1.24
N  -3.96  -1.79  -1.73
N  -4.23  -0.49  -1.49
N  -3.26  0.10  -0.91
N  -2.30  -0.85  -0.68
C  -0.72  -3.24  -1.16
N  0.02  -4.30  -1.43
N  1.28  -3.92  -1.19
N  1.33  -2.71  -0.80
N  0.06  -2.22  -0.77
H  -2.56  -3.96  -1.69

=====

No. 2
This record from the Open Molecules 2025 dataset describes a structure of composition C24H48O32PtS5 in a non-equilibrium geometry. The level of theory is the ωB97M-V functional and the def2-TZVPD basis.

Calculated values
Multiplicity: 3
HOMO (alpha / beta) (eV): -9.75 / -10.13
ΔE to the lowest compared entry with this formula, charge and spin (eV): 6.7554
F_max (eV/Å): 6.49
E_tot (hartree): -5460.85883

Element x y z (Å)
Pt  -0.59  -1.12  2.61
S  0.43  -0.28  0.27
O  0.54  1.14  -0.17
O  -0.95  -0.56  0.66
O  0.84  -1.19  -0.74
O  1.05  -0.45  1.57
C  1.46  3.86  -3.07
C  0.08  3.53  -2.50
O  -0.91  3.87  -3.41
C  -1.06  3.12  -4.64
O  -0.19  2.37  -5.11
O  -2.36  3.30  -5.19
C  -2.69  2.44  -6.36
H  2.25  3.87  -2.32
H  1.58  4.91  -3.33
H  1.81  3.30  -3.94
H  -0.07  3.95  -1.51
H  0.04  2.48  -2.20
H  -2.16  2.67  -7.29
H  -3.71  2.79  -6.48
H  -2.59  1.42  -6.00
C  -0.50  -4.42  -2.20
C  -1.11  -3.63  -1.01
O  -1.65  -4.56  -0.14
C  -1.94  -4.39  1.16
O  -1.76  -3.33  1.79
O  -2.47  -5.59  1.73
C  -2.76  -5.55  3.12
H  -0.08  -3.71  -2.92
H  -1.25  -4.98  -2.76
H  0.17  -5.17  -1.77
H  -1.91  -2.96  -1.32
H  -0.21  -3.18  -0.58
H  -3.47  -6.28  3.52
H  -3.18  -4.59  3.41
H  -1.86  -5.55  3.73
C  0.80  -5.00  6.26
C  1.56  -3.76  5.87
O  2.37  -3.83  4.69
C  1.96  -3.31  3.44
O  0.85  -2.87  3.20
O  2.95  -3.53  2.58
C  2.66  -3.28  1.23
H  -0.04  -5.41  5.71
H  0.25  -4.74  7.16
H  1.49  -5.81  6.48
H  2.28  -3.51  6.64
H  0.90  -2.91  5.72
H  1.76  -3.86  1.03
H  3.47  -3.62  0.59
H  2.36  -2.25  1.03
C  -5.80  2.26  3.43
C  -5.26  1.59  2.12
O  -4.10  0.84  2.47
C  -2.92  1.25  2.71
O  -2.06  0.45  3.08
O  -2.81  2.59  2.61
C  -1.53  3.23  2.94
H  -6.85  2.54  3.33
H  -5.34  3.21  3.72
H  -5.73  1.57  4.27
H  -5.09  2.29  1.30
H  -6.00  0.84  1.83
H  -1.33  4.10  2.33
H  -0.72  2.51  2.79
H  -1.48  3.71  3.92
C  -2.78  1.26  -1.23
C  -2.40  -0.01  -2.10
O  -3.63  -0.60  -2.13
S  -4.94  0.43  -2.16
O  -5.95  -0.08  -1.23
O  -5.33  0.81  -3.54
O  -4.07  1.64  -1.49
H  -2.10  2.07  -1.50
H  -2.65  1.18  -0.15
H  -1.73  -0.63  -1.50
H  -1.93  0.50  -2.94
C  1.98  0.11  -3.99
C  0.67  -0.49  -4.63
O  1.03  -1.90  -4.84
S  2.71  -2.10  -4.61
O  3.32  -2.60  -5.77
O  2.99  -2.89  -3.38
O  3.06  -0.53  -4.48
H  1.93  -0.04  -2.91
H  2.07  1.19  -4.12
H  0.33  -0.04  -5.57
H  -0.15  -0.48  -3.92
C  2.84  3.91  1.81
C  1.97  3.83  0.53
O  1.77  5.11  0.03
S  2.54  6.25  0.94
O  1.91  7.52  1.21
O  3.88  6.30  0.32
O  2.40  5.18  2.19
H  3.91  3.84  1.68
H  2.54  3.25  2.63
H  1.01  3.36  0.70
H  2.38  3.08  -0.14
C  4.17  0.52  1.10
C  4.03  0.06  -0.37
O  5.14  -0.79  -0.62
S  6.27  -0.82  0.64
O  7.54  -0.35  0.15
O  6.15  -2.06  1.50
O  5.48  0.44  1.40
H  3.58  -0.15  1.72
H  3.68  1.48  1.20
H  3.85  0.89  -1.05
H  3.10  -0.51  -0.48

=====

No. 3
This record from the Open Molecules 2025 dataset describes a structure of composition C12H33CsN4O3PSSe4. The level of theory is the ωB97M-V functional and the def2-TZVPD basis.

Calculated values
HOMO (eV): -3.07
ΔE to the lowest compared entry with this formula, charge and spin (eV): 0.0584
F_max (eV/Å): 0.65
Total charge: -1
E_tot (hartree): -11287.34285

Element x y z (Å)
Cs  0.19  -0.30  0.74
Se  2.57  -0.32  2.94
Se  4.38  -0.54  1.43
Se  4.17  1.14  -0.23
Se  3.63  0.09  -2.27
N  -0.71  2.03  2.97
C  -0.74  1.60  4.37
C  -1.98  0.75  4.66
C  -2.10  -0.47  3.74
C  -1.00  -1.49  3.98
N  -0.91  -2.46  2.89
H  0.18  2.44  2.74
H  -1.44  2.70  2.76
H  -0.71  2.44  5.08
H  0.17  1.03  4.54
H  -2.87  1.37  4.55
H  -1.95  0.44  5.71
H  -2.04  -0.11  2.71
H  -3.08  -0.94  3.84
H  -1.14  -1.95  4.97
H  -0.03  -0.99  4.02
H  -1.69  -3.11  2.90
H  -0.05  -2.98  2.96
C  -2.69  2.68  -3.01
O  -1.56  3.31  -2.40
P  -1.01  2.52  -1.06
O  0.40  3.28  -0.89
C  1.41  3.03  -1.88
O  -1.81  3.28  0.14
C  -1.70  4.69  0.32
H  -2.85  3.18  -3.96
H  -3.58  2.79  -2.39
H  -2.50  1.62  -3.18
H  2.33  3.49  -1.50
H  1.12  3.47  -2.82
H  1.61  1.96  -1.99
H  -2.51  4.99  0.99
H  -1.80  5.21  -0.63
H  -0.73  4.94  0.77
C  0.45  -4.59  -0.83
N  1.09  -3.60  -1.66
C  2.49  -3.32  -1.33
C  0.33  -2.62  -2.24
S  -1.25  -2.30  -1.71
N  0.89  -1.93  -3.24
C  0.34  -0.68  -3.71
C  1.98  -2.47  -4.04
H  1.13  -5.44  -0.74
H  -0.49  -4.92  -1.27
H  0.23  -4.21  0.18
H  2.60  -3.36  -0.24
H  2.78  -2.32  -1.66
H  3.15  -4.06  -1.78
H  -0.26  -0.23  -2.93
H  -0.30  -0.85  -4.59
H  1.17  -0.02  -3.95
H  2.05  -3.54  -3.87
H  2.93  -1.99  -3.80
H  1.74  -2.30  -5.09

=====

No. 4
This record from the Open Molecules 2025 dataset describes an isolated molecule of C16H31NO2. The level of theory is the ωB97M-V functional and the def2-TZVPD basis.

Calculated values
HOMO (eV): -8.67
ΔE to the lowest compared entry with this formula, charge and spin (eV): 2.3515
F_max (eV/Å): 0.65
E_tot (hartree): -833.44207

Element x y z (Å)
C  -4.78  -2.23  -1.13
C  -4.81  -0.83  -0.59
C  -6.16  -0.30  -0.19
C  -3.71  -0.09  -0.47
C  -3.68  1.30  0.07
C  -2.28  1.93  0.00
C  -1.28  1.15  0.79
C  -1.51  1.11  2.27
C  -0.28  0.51  0.19
C  0.77  -0.34  0.82
N  2.08  -0.05  0.25
C  2.51  1.31  0.53
C  3.36  1.84  -0.64
C  3.55  3.35  -0.54
O  2.72  1.53  -1.85
C  3.08  -1.04  0.59
C  2.87  -2.37  -0.16
C  4.20  -3.11  -0.31
O  1.91  -3.19  0.46
H  -3.77  -2.53  -1.39
H  -5.41  -2.30  -2.02
H  -5.17  -2.92  -0.39
H  -6.16  0.00  0.86
H  -6.42  0.57  -0.78
H  -6.93  -1.06  -0.34
H  -2.75  -0.51  -0.76
H  -4.03  1.30  1.10
H  -4.38  1.93  -0.50
H  -2.34  2.95  0.39
H  -1.97  1.98  -1.05
H  -0.58  1.14  2.83
H  -2.12  1.95  2.59
H  -2.03  0.19  2.55
H  -0.18  0.58  -0.89
H  0.78  -0.22  1.92
H  0.55  -1.39  0.60
H  3.08  1.39  1.48
H  1.62  1.94  0.61
H  4.35  1.36  -0.62
H  4.07  3.61  0.38
H  2.59  3.85  -0.57
H  4.14  3.70  -1.39
H  2.23  0.71  -1.69
H  3.11  -1.24  1.68
H  4.06  -0.64  0.30
H  2.46  -2.15  -1.15
H  4.66  -3.27  0.67
H  4.03  -4.08  -0.77
H  4.89  -2.55  -0.93
H  2.25  -3.47  1.31

=====

Q: Look up the F_max of the first one.
A: 0.72 eV/Å

=====

Q: Among the records above, which one has the lowest E_tot?
A: C12H33CsN4O3PSSe4